Computed, not measured: an isolated ion of composition C4H11Cl2N2 and charge +1, with ωB97M-V with the def2-TZVPD basis set.

Bonds (Å) are listed after each position.
Geometry (Å):
1 C 0.91 1.40 0.22  C2 1.525, H9 1.071, H10 1.132, H11 1.124
2 C 0.31 0.01 0.15  C1 1.525, C3 1.517, N4 1.551, C5 1.629
3 C 1.22 -1.04 -0.46  C2 1.517, H12 1.049, H13 1.047, H14 1.128
4 N 0.03 -0.33 1.63  C2 1.551, H15 1.036, H16 1.075, H17 1.091
5 C -1.18 0.09 -0.51  C2 1.629, N6 1.387, Cl7 1.827, Cl8 2.016
6 N -1.41 0.08 -1.87  C5 1.387, H18 1.011, H19 1.026
7 Cl -2.10 1.39 0.39  C5 1.827
8 Cl -2.18 -1.47 0.30  C5 2.016
9 H 0.90 1.84 -0.76  C1 1.071
10 H 1.95 1.31 0.65  C1 1.132
11 H 0.40 2.13 0.91  C1 1.124
12 H 1.08 -2.08 -0.38  C3 1.049
13 H 2.18 -0.88 -0.08  C3 1.047
14 H 1.22 -1.05 -1.59  C3 1.128
15 H -0.84 -0.88 1.76  N4 1.036
16 H -0.21 0.53 2.23  N4 1.075
17 H 1.04 -0.63 1.90  N4 1.091
18 H -2.35 0.34 -2.13  N6 1.011
19 H -0.98 -0.73 -2.35  N6 1.026

## Properties
* HOMO-LUMO gap: 11.0138 eV
* total energy: -1188.62763 Eh
* SMILES: CC(C)([NH3+])C(N)(Cl)Cl
* total charge: +1
* relative energy (zero: lowest compared OMol25 entry of this formula, charge and spin): 17.0 kcal per mole
* LUMO: -3.269 eV